1.
The molecule C17H24FNO, computed with ωB97M-V with the def2-TZVPD basis set.

Results
HOMO energy: -8.7 eV
LUMO level: 0.17 eV
SMILES: CCCC[C@H](CC)CNC(=O)/C=C/c1ccc(F)cc1
net charge: 0
HOMO-LUMO gap: 8.878 eV
relative energy (zero: lowest compared OMol25 entry of this formula, charge and spin): 0.0313 eV
multiplicity: 1

Last column: Löwdin charge in e.
Geometry (Å):
C1 -3.084 -3.934 0.951  -0.116
C2 -2.831 -2.630 0.205  -0.271
C3 -4.097 -2.118 -0.480  -0.218
C4 -3.881 -0.788 -1.205  -0.177
C5 -3.806 0.416 -0.256  -0.329
C6 -5.210 0.889 0.137  -0.227
C7 -5.225 1.747 1.397  -0.095
C8 -3.013 1.569 -0.895  -0.150
N1 -1.623 1.238 -1.109  0.059
C9 -0.709 1.317 -0.108  -0.505
O1 -0.980 1.761 0.993  0.058
C10 0.641 0.847 -0.488  0.000
C11 1.628 0.843 0.414  -0.024
C12 3.002 0.418 0.222  -0.219
C13 3.842 0.334 1.336  -0.023
C14 5.157 -0.069 1.212  -0.003
C15 5.638 -0.386 -0.045  -0.274
F1 6.922 -0.778 -0.179  0.060
C16 4.839 -0.307 -1.173  -0.003
C17 3.526 0.093 -1.032  -0.020
H1 -3.435 -4.704 0.267  0.070
H2 -2.171 -4.287 1.425  0.067
H3 -3.838 -3.792 1.722  0.071
H4 -2.461 -1.882 0.908  0.103
H5 -2.053 -2.787 -0.547  0.109
H6 -4.889 -2.008 0.264  0.107
H7 -4.430 -2.867 -1.203  0.113
H8 -4.694 -0.623 -1.916  0.116
H9 -2.955 -0.867 -1.780  0.101
H10 -3.268 0.127 0.651  0.130
H11 -5.840 0.014 0.307  0.103
H12 -5.645 1.449 -0.695  0.114
H13 -4.647 2.657 1.264  0.067
H14 -6.246 2.027 1.649  0.070
H15 -4.802 1.197 2.234  0.078
H16 -3.028 2.428 -0.221  0.116
H17 -3.457 1.852 -1.852  0.132
H18 -1.375 0.772 -1.966  0.128
H19 0.779 0.511 -1.505  0.098
H20 1.372 1.187 1.409  0.121
H21 3.452 0.585 2.311  0.117
H22 5.809 -0.139 2.069  0.119
H23 5.251 -0.556 -2.138  0.119
H24 2.903 0.163 -1.911  0.107

***

2.
A cluster of 2 separate species, C2H6NS in total in a non-equilibrium geometry, computed with ωB97M-V with the def2-TZVPD basis set.

Results
HOMO energy (alpha / beta): -9.2 / -9.2 eV
LUMO level (alpha / beta): 0.61 / -2.66 eV
net charge: 0
HOMO-LUMO gap (alpha / beta): 9.771 / 6.503 eV
relative energy (zero: lowest compared OMol25 entry of this formula, charge and spin): 2.1087 eV
multiplicity: 2
expectation value of S²: 0.753

Last column: Mulliken spin population.
Geometry (Å):
S1 -2.775 -0.294 0.014  1.023
H1 -2.192 -1.498 -0.086  -0.022
C1 1.186 1.133 -0.024  0.002
C2 2.451 -0.763 0.203  0.000
N1 2.423 0.402 -0.366  0.000
H2 0.330 0.431 -0.160  -0.004
H3 1.171 1.415 1.023  0.000
H4 1.063 1.955 -0.735  0.000
H5 3.062 -1.575 -0.222  0.000
H6 2.244 -0.700 1.258  0.000

***

3.
A structure of composition C12H30F24K5O6P4 in a non-equilibrium geometry, computed with ωB97M-V with the def2-TZVPD basis set.

Results
HOMO energy: -11.4 eV
LUMO level: -5.07 eV
net charge: +1
HOMO-LUMO gap: 6.308 eV
multiplicity: 1

Last column: Löwdin charge in e.
Geometry (Å):
K1 4.171 -0.104 -3.573  0.952
K2 5.386 -1.439 1.004  0.949
K3 0.946 -3.746 -1.698  0.866
K4 0.357 -0.369 3.108  0.905
K5 3.395 4.038 -0.078  0.899
P1 2.015 3.303 3.479  0.166
F1 3.182 2.511 2.599  -0.216
F2 1.795 1.896 4.273  -0.206
F3 3.020 3.660 4.619  -0.101
F4 0.750 3.890 4.366  -0.170
F5 2.213 4.756 2.749  -0.174
F6 0.910 2.818 2.434  -0.157
P2 -1.027 -3.728 2.147  0.223
F7 0.259 -2.751 2.398  -0.271
F8 -0.863 -3.457 0.530  -0.232
F9 -0.092 -5.051 1.949  -0.162
F10 -2.301 -4.702 1.799  -0.163
F11 -1.028 -4.005 3.711  -0.127
F12 -2.074 -2.450 2.369  -0.184
P3 1.922 -0.146 -0.214  0.252
F13 2.953 -1.030 -1.118  -0.232
F14 0.877 0.093 -1.460  -0.153
F15 1.225 -1.545 0.218  -0.167
F16 0.826 0.482 0.739  -0.179
F17 3.031 -0.188 1.057  -0.246
F18 2.592 1.307 -0.606  -0.215
P4 4.223 -4.999 0.237  0.141
F19 3.107 -4.582 1.396  -0.159
F20 4.029 -3.578 -0.507  -0.227
F21 5.424 -4.441 1.168  -0.187
F22 5.288 -5.391 -0.910  -0.161
F23 4.481 -6.470 0.810  -0.129
F24 3.041 -5.644 -0.652  -0.184
C1 -0.586 0.908 6.203  -0.090
O1 -1.248 0.806 4.960  -0.271
C2 -2.135 1.858 4.578  -0.149
C3 -2.734 1.427 3.183  -0.179
O2 -1.826 1.137 2.122  -0.247
C4 -2.534 1.145 0.855  -0.068
H1 -0.252 -0.084 6.506  0.095
H2 -1.259 1.344 6.941  0.096
H3 0.326 1.501 6.131  0.077
H4 -1.610 2.790 4.366  0.112
H5 -2.884 2.176 5.303  0.130
H6 -3.309 2.309 2.902  0.116
H7 -3.441 0.606 3.302  0.131
H8 -1.882 0.932 0.007  0.065
H9 -3.177 2.009 0.686  0.089
H10 -3.210 0.291 0.905  0.092
C5 -1.755 -1.406 -1.690  -0.135
O3 -1.619 -2.269 -2.796  -0.245
C6 -2.636 -2.134 -3.866  -0.088
C7 -2.230 -3.185 -5.000  -0.220
O4 -2.280 -4.500 -4.558  -0.172
C8 -1.686 -5.400 -5.495  -0.087
H11 -2.807 -1.270 -1.440  0.093
H12 -1.459 -0.388 -1.940  0.062
H13 -1.275 -1.793 -0.791  0.066
H14 -2.643 -1.146 -4.328  0.114
H15 -3.572 -2.306 -3.333  0.128
H16 -1.301 -3.059 -5.556  0.109
H17 -2.908 -2.962 -5.823  0.116
H18 -0.622 -5.176 -5.575  0.081
H19 -2.217 -5.463 -6.445  0.097
H20 -1.659 -6.392 -5.045  0.092
C9 0.458 2.413 -3.363  -0.119
O5 -0.163 3.657 -3.323  -0.190
C10 -1.017 3.921 -2.199  -0.114
C11 -0.101 4.293 -0.882  -0.077
O6 1.018 5.270 -1.184  -0.305
C12 0.652 6.492 -1.817  -0.102
H21 1.207 2.218 -4.130  0.082
H22 -0.343 1.688 -3.504  0.093
H23 1.021 2.248 -2.444  0.052
H24 -1.668 3.075 -1.978  0.115
H25 -1.600 4.813 -2.428  0.118
H26 0.373 3.399 -0.478  0.089
H27 -0.673 4.762 -0.081  0.125
H28 -0.298 6.766 -1.359  0.085
H29 0.394 6.302 -2.858  0.090
H30 1.139 7.440 -1.586  0.096

***

4.
A structure of composition C27H21Br3F5GdN5O3S in a non-equilibrium geometry, computed with ωB97M-V with the def2-TZVPD basis set.

Results
HOMO energy (alpha / beta): -10.8 / -10.7 eV
LUMO level (alpha / beta): -3.33 / -5.05 eV
net charge: +1
HOMO-LUMO gap (alpha / beta): 7.519 / 5.681 eV
relative energy (zero: lowest compared OMol25 entry of this formula, charge and spin): 0.0000 eV
multiplicity: 8
expectation value of S²: 16.049

Last column: Mulliken spin population.
Geometry (Å):
Gd1 -0.464 0.356 -0.151  6.531
Br1 -0.244 3.180 2.962  0.000
C1 -1.413 1.712 3.173  -0.002
C2 -2.171 1.661 4.335  0.000
C3 -2.971 0.554 4.541  0.000
C4 -2.976 -0.463 3.595  -0.001
C5 -2.218 -0.297 2.454  0.005
N1 -1.444 0.784 2.231  0.013
C6 -2.191 -1.388 1.400  0.000
O1 -2.184 -2.549 1.743  0.004
O2 -2.135 -0.937 0.175  0.022
H1 -2.117 2.466 5.051  0.000
H2 -3.574 0.481 5.437  0.000
H3 -3.548 -1.371 3.717  0.000
Br2 5.498 4.171 1.046  0.000
C7 3.955 3.145 0.790  0.001
C8 3.905 1.829 1.215  -0.001
C9 2.729 1.133 1.006  0.007
N2 1.653 1.665 0.428  0.012
C10 1.713 2.935 0.006  0.002
C11 2.851 3.710 0.172  0.000
C12 0.490 3.506 -0.637  0.012
C13 0.564 4.632 -1.441  -0.003
C14 -0.608 5.140 -1.979  0.001
Br3 -0.552 6.651 -3.080  0.000
C15 -1.818 4.525 -1.704  0.000
C16 -1.789 3.388 -0.917  0.002
N3 -0.670 2.878 -0.402  0.017
H4 4.748 1.354 1.696  0.000
H5 2.640 0.097 1.306  -0.002
H6 2.880 4.741 -0.144  0.000
H7 1.509 5.099 -1.673  0.000
H8 -2.750 4.901 -2.097  0.000
H9 -2.710 2.859 -0.700  0.000
C17 0.646 -3.084 -1.473  -0.003
N4 1.184 -3.424 -0.162  -0.002
C18 2.159 -4.508 -0.151  0.000
C19 1.027 -2.575 0.865  0.011
O3 0.696 -1.365 0.668  0.063
N5 1.209 -3.012 2.124  0.001
C20 0.929 -4.394 2.508  0.000
C21 1.155 -2.059 3.221  0.001
H10 0.450 -4.015 -2.003  0.000
H11 1.337 -2.468 -2.050  -0.001
H12 -0.303 -2.563 -1.361  0.004
H13 2.888 -4.334 -0.944  0.000
H14 1.678 -5.471 -0.326  0.000
H15 2.685 -4.542 0.799  0.000
H16 0.566 -4.956 1.654  0.000
H17 0.141 -4.385 3.262  0.000
H18 1.815 -4.880 2.920  0.000
H19 1.557 -1.096 2.921  0.000
H20 1.754 -2.447 4.045  0.000
H21 0.125 -1.924 3.563  0.000
F1 -3.558 -1.228 -6.144  0.001
C22 -2.580 -0.839 -5.339  0.010
C23 -2.877 -0.265 -4.113  -0.005
F2 -4.138 -0.101 -3.732  0.000
C24 -1.835 0.133 -3.303  0.043
F3 -2.162 0.669 -2.091  0.025
C25 -0.496 -0.006 -3.630  -0.028
S1 0.798 0.548 -2.570  0.279
C26 -0.239 -0.600 -4.861  -0.014
F4 1.018 -0.787 -5.261  0.000
C27 -1.255 -1.007 -5.709  -0.006
F5 -0.965 -1.563 -6.878  0.000